C46H86ClN11O16S2 | ωB97M-V/def2-TZVPD

Each line ends with the Löwdin charge.
Positions of all 162 atoms, in Å:
1 C 5.776 2.221 -1.545  0.036
2 C 5.490 1.047 -0.978  -0.087
3 C 4.079 0.544 -1.165  -0.487
4 O 3.165 1.142 -0.657  0.115
5 O 3.791 -0.571 -1.878  0.005
6 C 4.893 -1.135 -2.611  -0.172
7 C 4.279 -1.995 -3.748  -0.158
8 C 4.170 -3.494 -3.396  -0.182
9 C 3.545 -3.798 -2.004  -0.193
10 C 2.480 -4.907 -2.019  -0.181
11 C 1.105 -4.518 -2.638  -0.118
12 C 0.813 -3.005 -2.726  -0.104
13 C 0.500 -2.258 -1.391  -0.397
14 O 1.235 -1.897 -0.524  0.139
15 O -0.826 -1.946 -1.289  -0.011
16 C -1.655 -2.384 -2.360  -0.367
17 C -2.542 -3.558 -1.770  -0.098
18 C -1.962 -4.191 -0.488  -0.155
19 C -2.356 -3.524 0.863  -0.203
20 C -3.136 -2.201 0.764  -0.250
21 S -2.831 -1.152 2.215  0.339
22 O -3.357 0.134 1.873  -0.366
23 O -3.403 -1.700 3.402  -0.320
24 Cl -0.801 -0.914 2.312  0.448
25 C -2.698 -1.377 -2.870  -0.155
26 C -2.164 -0.053 -3.438  -0.424
27 S -1.248 0.959 -2.218  1.013
28 C -0.513 2.193 -3.281  -0.665
29 N -1.272 3.031 -3.891  0.049
30 N -0.392 3.800 -4.638  0.061
31 C 0.777 3.387 -4.424  -0.181
32 O 0.785 2.341 -3.550  0.067
33 C -0.596 -2.903 -3.389  -0.177
34 N -0.751 -2.493 -4.805  0.176
35 C 0.145 -1.801 -5.268  -0.302
36 O 0.904 -1.008 -5.697  0.171
37 H 4.959 2.946 -1.582  0.080
38 H 6.734 2.450 -2.006  0.066
39 H 6.260 0.548 -0.386  0.115
40 H 5.543 -1.750 -1.973  0.134
41 H 5.498 -0.374 -3.115  0.118
42 H 4.929 -1.879 -4.625  0.111
43 H 3.296 -1.580 -4.002  0.097
44 H 5.172 -3.943 -3.433  0.111
45 H 3.573 -3.994 -4.172  0.109
46 H 4.363 -4.167 -1.368  0.109
47 H 3.144 -2.917 -1.488  0.087
48 H 2.889 -5.727 -2.629  0.110
49 H 2.336 -5.349 -1.037  0.077
50 H 0.332 -4.964 -2.000  0.104
51 H 0.984 -4.964 -3.633  0.124
52 H 1.642 -2.409 -3.121  0.129
53 H -2.632 -4.374 -2.504  0.122
54 H -3.572 -3.205 -1.639  0.111
55 H -2.342 -5.222 -0.457  0.115
56 H -0.875 -4.300 -0.518  0.096
57 H -1.445 -3.394 1.456  0.081
58 H -2.986 -4.224 1.425  0.115
59 H -2.885 -1.565 -0.085  0.074
60 H -4.217 -2.377 0.775  0.120
61 H -3.416 -1.115 -2.081  0.114
62 H -3.263 -1.885 -3.662  0.139
63 H -3.032 0.539 -3.742  0.053
64 H -1.546 -0.148 -4.335  0.067
65 H 1.665 3.787 -4.887  0.109
66 H -0.895 -3.957 -3.447  0.117
67 C 3.774 -6.672 0.844  -0.343
68 O 3.778 -6.834 -0.365  -0.005
69 N 4.373 -7.476 1.735  -0.188
70 C 4.326 -7.222 3.165  -0.056
71 C 5.093 -8.642 1.254  -0.034
72 H 3.255 -5.817 1.314  0.137
73 H 5.342 -7.097 3.543  0.083
74 H 3.858 -8.066 3.666  0.071
75 H 3.754 -6.319 3.374  0.086
76 H 5.890 -8.325 0.578  0.092
77 H 4.412 -9.290 0.702  0.094
78 H 5.518 -9.188 2.092  0.080
79 C 3.674 0.103 5.641  -0.364
80 O 4.065 -0.166 6.761  0.005
81 N 2.620 0.893 5.359  -0.201
82 C 2.208 1.172 3.996  -0.052
83 C 1.874 1.481 6.457  -0.042
84 H 4.170 -0.292 4.738  0.130
85 H 2.256 2.248 3.818  0.092
86 H 1.182 0.828 3.852  0.060
87 H 2.857 0.665 3.285  0.084
88 H 2.539 2.102 7.060  0.092
89 H 1.473 0.690 7.092  0.092
90 H 1.058 2.088 6.072  0.086
91 C -8.443 1.320 2.841  -0.390
92 O -9.512 1.162 3.403  0.001
93 N -7.248 1.398 3.452  -0.197
94 C -6.007 1.587 2.714  -0.055
95 C -7.196 1.289 4.898  -0.036
96 H -8.373 1.414 1.743  0.131
97 H -5.342 0.748 2.904  0.061
98 H -5.528 2.511 3.044  0.081
99 H -6.201 1.650 1.644  0.092
100 H -7.611 0.329 5.208  0.092
101 H -7.796 2.084 5.347  0.089
102 H -6.168 1.371 5.241  0.089
103 C -5.864 5.863 2.126  -0.348
104 O -5.215 5.121 2.842  0.000
105 N -7.179 5.734 1.876  -0.191
106 C -7.896 6.652 1.014  -0.055
107 C -7.899 4.633 2.495  -0.026
108 H -5.408 6.726 1.612  0.136
109 H -8.697 7.133 1.579  0.090
110 H -8.328 6.103 0.175  0.091
111 H -7.225 7.418 0.628  0.083
112 H -7.818 4.712 3.580  0.103
113 H -7.453 3.692 2.184  0.059
114 H -8.947 4.654 2.204  0.097
115 C 5.986 -9.924 5.525  -0.344
116 O 4.919 -9.547 5.078  -0.003
117 N 6.713 -9.260 6.443  -0.198
118 C 7.980 -9.764 6.936  -0.057
119 C 6.207 -7.997 6.956  -0.033
120 H 6.455 -10.868 5.202  0.134
121 H 7.919 -9.911 8.016  0.090
122 H 8.770 -9.043 6.716  0.090
123 H 8.225 -10.713 6.463  0.083
124 H 5.236 -8.156 7.425  0.096
125 H 6.081 -7.293 6.133  0.085
126 H 6.901 -7.585 7.685  0.088
127 C -3.926 8.832 6.689  -0.365
128 O -3.608 9.947 7.057  0.004
129 N -3.405 8.191 5.626  -0.201
130 C -3.830 6.857 5.237  -0.051
131 C -2.383 8.860 4.841  -0.045
132 H -4.693 8.240 7.216  0.130
133 H -2.973 6.182 5.266  0.094
134 H -4.232 6.882 4.226  0.062
135 H -4.598 6.485 5.914  0.086
136 H -1.528 9.094 5.478  0.091
137 H -2.781 9.795 4.443  0.091
138 H -2.063 8.221 4.022  0.086
139 C 2.553 6.877 -5.540  -0.333
140 O 2.244 5.912 -4.866  0.001
141 N 3.761 7.071 -6.102  -0.200
142 C 4.063 8.246 -6.895  -0.057
143 C 4.793 6.068 -5.904  -0.040
144 H 1.841 7.692 -5.748  0.137
145 H 4.346 7.943 -7.905  0.089
146 H 4.891 8.792 -6.439  0.090
147 H 3.196 8.902 -6.953  0.084
148 H 4.451 5.109 -6.295  0.091
149 H 4.992 5.954 -4.837  0.093
150 H 5.706 6.365 -6.415  0.085
151 C -3.127 2.307 -5.926  -0.354
152 O -3.856 2.152 -4.966  0.002
153 N -3.557 2.393 -7.203  -0.195
154 C -2.642 2.579 -8.310  -0.058
155 C -4.981 2.297 -7.471  -0.045
156 H -2.040 2.391 -5.834  0.100
157 H -2.884 3.506 -8.834  0.088
158 H -2.732 1.740 -9.004  0.087
159 H -1.616 2.633 -7.950  0.084
160 H -5.507 3.093 -6.942  0.092
161 H -5.357 1.338 -7.112  0.090
162 H -5.167 2.384 -8.540  0.083

Calculated values
- Gap between HOMO and LUMO: 8.9 eV
- HOMO: -8.58 eV

---

C46H86N25O14PS | ωB97M-V/def2-TZVPD

Each line ends with the Löwdin charge.
Positions of all 173 atoms, in Å:
1 C -5.745 1.241 3.066  -0.146
2 C -4.955 -0.178 2.792  -0.265
3 C -5.192 -1.249 4.012  -0.228
4 C -4.269 -2.609 3.838  -0.227
5 C -4.426 -3.340 2.371  -0.213
6 C -3.151 -4.354 2.188  -0.221
7 C -1.893 -3.745 1.332  -0.164
8 C -2.287 -3.098 -0.122  -0.020
9 C -3.467 -3.615 -1.138  -0.141
10 O -4.319 -4.766 -0.783  -0.106
11 C -3.802 -2.907 -2.616  0.016
12 C -2.873 -1.645 -3.121  -0.317
13 P -3.078 -0.698 -4.777  0.855
14 N -4.122 -1.641 -5.922  -0.208
15 O -1.550 -0.542 -5.632  -0.385
16 C -1.681 -1.143 -2.115  -0.342
17 C -1.354 -1.803 -0.620  -0.104
18 N -0.258 -1.270 0.276  -0.099
19 C 1.104 -1.802 -0.125  -0.083
20 C 1.241 -3.400 -0.597  0.016
21 C 2.745 -3.910 -1.001  -0.126
22 N 4.017 -3.113 -1.035  -0.049
23 C 3.867 -1.684 -0.597  -0.112
24 C 2.501 -0.903 -0.142  0.004
25 C -0.279 0.237 0.406  -0.119
26 C -0.192 1.033 1.874  -0.025
27 C -0.128 0.103 3.224  -0.194
28 O 0.904 0.544 4.185  -0.216
29 C 2.239 0.319 3.611  -0.234
30 C 3.078 1.737 3.379  -0.100
31 C -0.204 2.698 1.996  0.026
32 C -0.313 3.610 0.638  -0.166
33 C -0.384 5.281 0.622  -0.153
34 C -1.868 5.624 -0.066  -0.154
35 C -3.176 4.600 0.130  -0.014
36 C -4.652 4.878 -0.575  -0.034
37 C -4.915 6.189 -1.525  -0.193
38 C -6.400 6.370 -2.217  -0.120
39 C -3.649 7.242 -1.704  -0.047
40 C -2.161 6.959 -0.996  -0.036
41 C -0.406 2.886 -0.842  -0.026
42 C -0.392 1.249 -0.921  -0.345
43 S -0.552 0.326 -2.586  0.808
44 H -6.492 1.117 3.958  0.073
45 H -4.918 2.033 3.352  0.075
46 H -6.318 1.605 2.100  0.075
47 H -3.787 -0.026 2.651  0.110
48 H -5.390 -0.622 1.785  0.101
49 H -4.887 -0.763 5.037  0.112
50 H -6.324 -1.621 4.074  0.123
51 H -3.124 -2.415 3.999  0.104
52 H -4.601 -3.395 4.671  0.121
53 H -5.392 -4.037 2.460  0.121
54 H -4.531 -2.600 1.469  0.093
55 H -3.492 -5.397 1.742  0.110
56 H -2.746 -4.601 3.281  0.118
57 H -1.019 -4.522 1.130  0.115
58 H -1.406 -2.895 2.010  0.109
59 H -5.254 -4.392 -0.616  0.129
60 H -4.689 -3.311 -3.278  0.077
61 H -3.659 -1.468 -6.858  0.004
62 H -5.010 -1.056 -5.956  0.046
63 H -1.447 -1.374 -6.201  0.034
64 H 0.295 -4.125 -0.637  0.086
65 H 2.831 -5.057 -1.324  0.099
66 H 4.864 -1.025 -0.592  0.095
67 H 2.504 0.240 0.152  0.094
68 H -0.079 -1.065 2.983  0.129
69 H -1.172 0.245 3.783  0.133
70 H 2.850 -0.313 4.388  0.116
71 H 2.211 -0.281 2.593  0.101
72 H 3.087 2.303 4.420  0.065
73 H 4.173 1.443 3.051  0.083
74 H 2.585 2.403 2.532  0.063
75 H -0.136 3.213 3.071  0.119
76 H 0.499 5.685 -0.069  0.123
77 H -0.281 5.694 1.715  0.113
78 H -3.104 3.594 0.764  0.090
79 H -5.546 4.118 -0.418  0.088
80 H -7.060 6.953 -1.411  0.089
81 H -6.969 5.334 -2.373  0.087
82 H -6.328 6.983 -3.228  0.051
83 H -3.872 8.196 -2.373  0.086
84 H -1.323 7.756 -1.185  0.076
85 H -0.489 3.533 -1.841  0.116
86 C -3.070 -1.159 -10.086  -0.682
87 O -3.338 -1.146 -8.895  -0.001
88 N -3.035 -0.042 -10.836  0.171
89 N -2.784 -2.290 -10.755  0.168
90 H -2.816 -0.033 -11.818  0.105
91 H -3.244 0.832 -10.371  0.107
92 H -2.799 -3.153 -10.228  0.113
93 H -2.561 -2.321 -11.736  0.103
94 C 5.061 2.535 6.747  -0.705
95 O 4.940 2.387 5.541  -0.008
96 N 4.041 2.908 7.541  0.157
97 N 6.226 2.337 7.391  0.167
98 H 4.121 3.034 8.535  0.063
99 H 3.146 3.067 7.096  0.103
100 H 7.019 2.055 6.831  0.042
101 H 6.345 2.453 8.383  0.073
102 C 8.588 2.195 4.492  -0.681
103 O 8.320 2.208 5.683  0.002
104 N 8.623 3.311 3.742  0.167
105 N 8.873 1.064 3.823  0.170
106 H 8.842 3.321 2.760  0.095
107 H 8.414 4.185 4.207  0.115
108 H 8.859 0.200 4.350  0.111
109 H 9.097 1.033 2.842  0.071
110 C 8.154 1.174 -0.670  -0.716
111 O 8.672 1.181 0.436  0.011
112 N 7.053 1.890 -0.962  0.156
113 N 8.639 0.450 -1.696  0.155
114 H 6.612 1.897 -1.866  0.101
115 H 6.656 2.448 -0.218  0.114
116 H 9.467 -0.103 -1.518  0.114
117 H 8.226 0.432 -2.613  0.101
118 C 4.792 2.563 11.564  -0.700
119 O 5.273 2.777 10.462  0.015
120 N 4.444 1.332 11.979  0.157
121 N 4.567 3.540 12.461  0.156
122 H 4.046 1.137 12.883  0.101
123 H 4.597 0.568 11.334  0.118
124 H 4.815 4.482 12.188  0.116
125 H 4.172 3.384 13.373  0.100
126 C 3.855 -3.734 5.140  -0.752
127 O 2.934 -4.096 5.855  0.018
128 N 4.585 -2.633 5.396  0.152
129 N 4.222 -4.403 4.033  0.162
130 H 5.347 -2.319 4.819  0.101
131 H 4.341 -2.100 6.221  0.113
132 H 3.699 -5.237 3.804  0.118
133 H 4.978 -4.120 3.431  0.105
134 C -5.835 2.103 -8.403  -0.726
135 O -6.383 1.797 -9.450  0.015
136 N -4.805 1.406 -7.891  0.163
137 N -6.211 3.166 -7.669  0.148
138 H -4.340 1.643 -7.030  0.091
139 H -4.490 0.598 -8.412  0.058
140 H -6.982 3.718 -8.020  0.110
141 H -5.771 3.434 -6.805  0.097
142 C -4.444 -5.605 -6.805  -0.724
143 O -3.963 -5.392 -7.906  -0.002
144 N -4.793 -6.836 -6.389  0.146
145 N -4.670 -4.628 -5.908  0.159
146 H -5.190 -7.032 -5.486  0.097
147 H -4.640 -7.600 -7.034  0.108
148 H -4.421 -3.686 -6.181  0.045
149 H -5.065 -4.784 -4.996  0.081
150 C 6.963 -6.670 5.644  -0.721
151 O 6.414 -6.977 4.597  0.015
152 N 7.992 -7.368 6.157  0.144
153 N 6.587 -5.608 6.378  0.164
154 H 8.457 -7.131 7.017  0.095
155 H 8.307 -8.175 5.635  0.111
156 H 5.815 -5.055 6.027  0.076
157 H 7.026 -5.339 7.242  0.100
158 C 0.088 -4.299 -6.008  -0.701
159 O -0.127 -3.109 -5.846  0.021
160 N -0.537 -5.029 -6.949  0.165
161 N 0.970 -4.988 -5.261  0.157
162 H -0.374 -6.011 -7.098  0.100
163 H -1.209 -4.549 -7.533  0.101
164 H 1.463 -4.476 -4.542  0.109
165 H 1.161 -5.968 -5.381  0.098
166 C -4.986 7.839 -5.899  -0.707
167 O -5.938 7.708 -5.146  0.008
168 N -5.105 8.340 -7.142  0.152
169 N -3.732 7.494 -5.553  0.162
170 H -4.333 8.456 -7.776  0.099
171 H -6.032 8.613 -7.441  0.113
172 H -3.599 7.112 -4.626  0.089
173 H -2.936 7.595 -6.160  0.101

Calculated values
- Gap between HOMO and LUMO: 7.5 eV
- HOMO: -7.61 eV

---

| no. | LUMO (eV) |
| --- | --- |
| 1 | 0.3 |
| 2 | -0.1 |